No. 1
ORCA calculation (ωB97M-V/def2-TZVPD) on a 2-piece molecular cluster, C14H28BrF9O2PS overall in a non-equilibrium geometry.

XYZ file:
```
56
Properties=species:S:1:pos:R:3:forces:R:3
F 6.164589 -1.199872 -1.916787 0.837 -1.267 0.576
C 5.715989 -0.028001 -2.322149 -1.928 0.895 -0.819
F 6.504641 0.394039 -3.324799 0.712 0.451 -0.404
C 4.314173 -0.185081 -2.904368 0.238 -0.505 0.162
C 3.300886 -0.931189 -2.028840 -0.202 0.484 -0.117
C 2.352446 -0.096287 -1.166108 0.009 0.049 -0.424
C 1.708039 1.101351 -1.855505 -0.776 0.124 0.681
C 1.171718 2.031814 -0.754387 0.478 0.664 1.174
O 0.639083 1.388009 0.354579 -0.254 -0.037 -0.534
P -1.106531 1.409886 0.395002 -0.613 -2.183 0.423
O -1.112821 2.744332 -0.793067 0.080 0.126 0.222
C 0.106653 3.050021 -1.243541 -0.004 -1.111 -0.251
Br 0.518940 4.905314 -0.634008 0.470 0.510 -0.138
C 5.706889 0.950967 -1.122606 1.865 -0.740 -0.153
F 4.846534 1.898605 -1.248426 -1.344 1.886 -1.028
F 5.348029 0.258010 -0.081035 -0.530 -1.335 1.572
S 7.380152 1.743601 -0.686998 -0.448 0.257 0.732
F 6.655419 2.985381 -0.048124 -0.288 0.559 0.314
F 7.414687 2.504072 -2.056417 0.077 0.052 -0.861
F 8.159772 0.513074 -1.264443 0.352 -0.538 -0.524
F 7.385285 1.067029 0.734004 0.213 -0.379 0.563
F 8.762015 2.397442 -0.327863 0.548 0.311 0.022
H 3.983849 0.778690 -3.266491 -0.185 0.195 0.069
H 4.490669 -0.791893 -3.785879 0.162 -0.104 -0.258
H 2.681434 -1.517888 -2.698809 -0.130 -0.086 -0.260
H 3.830134 -1.663248 -1.431211 0.121 -0.160 0.259
H 2.777946 0.243727 -0.230458 0.406 -0.007 0.134
H 1.538459 -0.747262 -0.877880 -0.186 -0.168 0.278
H 0.859754 0.790201 -2.459996 0.035 -0.170 -0.417
H 2.391920 1.712465 -2.437985 0.115 -0.071 -0.282
H 2.048407 2.552438 -0.358867 0.122 0.361 -0.264
H -1.062629 0.160036 1.138827 0.036 0.440 0.446
H -1.026361 2.268928 1.546828 0.010 0.156 -0.188
H -2.550203 1.373913 0.519434 -0.004 0.380 -0.394
H -1.184668 0.549054 -0.793012 0.116 0.073 -0.045
H 0.159602 3.022673 -2.329255 -0.120 0.864 -0.310
C -3.383075 -0.886248 2.650418 -0.069 -0.120 0.112
C -4.085265 -1.612076 1.509859 0.050 0.079 -0.011
C -5.489088 -1.082538 1.224313 -0.027 -0.066 -0.057
C -6.484533 -1.232294 2.376337 0.031 0.051 0.020
C -6.690563 -2.662287 2.872635 -0.131 0.023 -0.034
C -7.264217 -3.596588 1.811360 0.070 -0.071 0.108
H -3.912409 -1.009969 3.600144 -0.023 -0.009 -0.023
H -2.374122 -1.275638 2.780910 0.033 0.092 0.009
H -3.304338 0.179729 2.433695 0.057 -0.004 0.002
H -4.118696 -2.686712 1.721098 -0.043 -0.002 -0.025
H -3.482853 -1.496361 0.605293 0.007 0.013 0.012
H -5.882699 -1.584425 0.334414 -0.027 0.014 0.011
H -5.418540 -0.022642 0.963518 0.042 -0.005 -0.001
H -7.450551 -0.827003 2.054464 -0.012 -0.024 0.017
H -6.164758 -0.610414 3.216904 0.021 0.002 -0.015
H -7.378049 -2.637367 3.723897 0.036 -0.011 0.022
H -5.750199 -3.071228 3.251205 0.018 0.034 -0.011
H -8.225024 -3.226757 1.445695 0.020 0.013 -0.038
H -7.424859 -4.594375 2.225209 -0.025 -0.006 -0.042
H -6.591065 -3.699157 0.959273 -0.018 0.020 -0.015
```
Forces are in eV/Å.

Max |F| in eV/A: 2.5
E_LUMO in eV: 2.33
Energy in eV: -133689.8072
Charge: -1
HOMO level in eV: -4.4

=====

No. 2
ORCA calculation (ωB97M-V/def2-TZVPD) on a 2-piece molecular cluster, C30H52F4N4O5P overall in a non-equilibrium geometry.

XYZ file:
```
96
Properties=species:S:1:pos:R:3:forces:R:3
C -3.125811 3.634373 0.452356 -0.042 0.048 -0.288
C -1.699253 4.000740 0.090617 -0.139 0.244 0.173
N -0.648314 3.190292 0.757462 -0.070 0.204 -0.040
N -0.184372 1.981690 0.097645 -0.269 -0.289 -0.106
C 0.168944 0.998347 1.191189 0.411 -0.146 0.479
C 1.194990 1.527766 2.208347 -0.433 -0.053 -0.087
P 2.445046 0.356456 2.775880 0.595 0.325 0.588
O 3.095500 0.843575 3.999583 -0.305 -0.218 -0.361
O 3.396926 0.074776 1.537904 -0.397 -0.556 0.054
C 4.375292 -0.995307 1.829792 0.491 0.048 0.063
C 4.592653 -1.932772 0.662573 -0.164 -0.034 0.193
O 1.621612 -1.002194 2.929462 0.038 0.140 -0.094
C 1.040726 -1.287999 4.227035 -0.145 -0.459 0.302
C 0.454399 -2.689366 4.193106 0.275 0.070 -0.313
C -1.226459 1.335362 -0.779448 -0.195 -0.207 -0.222
C -0.765492 0.081762 -1.507896 -0.161 -0.227 -0.463
C -1.669063 -0.156797 -2.746678 -0.202 -0.337 0.028
C -2.628440 -1.375134 -2.765240 -0.112 0.113 0.237
C -4.127965 -1.027053 -2.782104 0.171 0.401 -0.031
C -4.887472 -0.631624 -1.503907 0.150 -0.217 0.058
C -4.667279 -1.452400 -0.230610 -0.261 0.228 0.175
C -5.864407 -1.249824 0.722670 0.541 -0.326 -0.054
C -5.829783 -2.120578 1.992653 0.006 0.236 -0.121
C -5.432491 -1.436637 3.298997 -0.074 -0.149 0.107
O -5.955267 -0.129844 3.389001 -0.051 0.024 -0.390
C -5.485406 0.560760 4.514455 -0.082 -0.090 0.250
N 0.642680 0.079066 -1.965777 -0.041 0.299 1.088
C 1.154419 -1.300434 -1.900826 -0.217 0.021 -0.507
C 1.584497 0.934740 -1.301124 -0.446 -0.414 -0.017
O 2.687920 1.202135 -2.187671 0.306 -0.105 -0.192
C 2.415693 1.240875 -3.461950 -0.159 0.073 -0.135
N 2.212278 1.300176 -4.594799 0.108 -0.061 0.304
C 1.053890 2.266621 -0.713478 0.215 0.446 -0.429
C 0.902639 3.479161 -1.688841 -0.194 -0.631 0.114
F -0.094603 3.307860 -2.570312 0.048 -0.066 -0.155
F 2.027367 3.649191 -2.354250 0.198 0.166 -0.091
F 0.661305 4.599415 -1.016722 0.201 0.258 0.048
H -3.799004 4.388154 0.044213 0.000 0.025 0.006
H -3.248891 3.652076 1.528553 -0.131 -0.131 0.279
H -3.447330 2.674635 0.052261 -0.022 -0.054 0.100
H -1.514326 5.016358 0.441970 0.140 -0.019 0.003
H -1.551121 4.048994 -0.980763 0.018 -0.130 0.018
H -1.002021 2.910805 1.665365 0.051 -0.172 0.015
H 0.504917 0.066778 0.746188 -0.015 0.088 -0.253
H -0.767956 0.757025 1.690299 -0.122 0.114 -0.075
H 1.653602 2.474415 1.933613 0.073 -0.004 -0.018
H 0.667501 1.721357 3.143030 0.037 0.216 0.087
H 5.306391 -0.519085 2.127018 -0.100 0.319 -0.125
H 4.034504 -1.553257 2.696253 -0.110 -0.041 0.117
H 4.418223 -1.450433 -0.295025 0.052 0.054 -0.060
H 3.966086 -2.818976 0.753012 -0.167 0.067 -0.189
H 5.624626 -2.278476 0.695476 0.046 0.017 -0.122
H 1.815288 -1.205720 4.984505 0.062 0.125 0.003
H 0.272233 -0.551577 4.458778 -0.072 0.167 -0.134
H -0.401865 -2.773129 4.856292 0.008 -0.037 0.095
H 0.141039 -2.925607 3.176204 -0.186 0.028 0.021
H 1.204123 -3.427677 4.469969 -0.036 -0.043 0.065
H -1.602314 2.065559 -1.482471 0.239 0.187 0.012
H -2.057408 1.050656 -0.138608 0.016 0.068 0.149
H -0.930459 -0.767231 -0.836747 0.227 -0.049 0.177
H -2.263069 0.733701 -2.956565 0.093 0.152 -0.081
H -0.954687 -0.266933 -3.558553 -0.098 0.141 -0.190
H -2.393572 -2.080107 -1.965276 0.038 -0.026 0.132
H -2.445496 -1.911983 -3.696040 0.079 -0.058 0.032
H -4.676435 -1.836994 -3.261161 0.090 -0.160 0.037
H -4.203395 -0.172905 -3.460924 -0.246 -0.089 -0.190
H -4.759158 0.432887 -1.279032 0.109 0.016 0.035
H -5.946430 -0.746478 -1.745376 -0.035 0.195 -0.093
H -4.587705 -2.516763 -0.462420 0.083 -0.052 -0.089
H -3.739028 -1.156860 0.275251 0.084 -0.089 -0.019
H -5.932442 -0.196338 0.983386 -0.194 0.102 0.037
H -6.750185 -1.522251 0.150305 -0.142 0.152 0.031
H -6.807627 -2.573164 2.142978 -0.070 -0.016 -0.054
H -5.121989 -2.934977 1.825783 -0.082 -0.173 0.107
H -4.343119 -1.432867 3.434989 0.124 0.206 -0.110
H -5.845538 -2.022243 4.126964 0.139 -0.125 0.104
H -5.569473 -0.039253 5.426185 -0.111 -0.033 0.036
H -4.434140 0.827948 4.403331 0.268 0.096 -0.066
H -6.076710 1.464481 4.635503 -0.018 0.028 -0.054
H 0.491272 -1.948293 -2.471578 0.027 -0.007 -0.058
H 2.143728 -1.357309 -2.346463 0.080 -0.027 0.026
H 1.179692 -1.666954 -0.868125 0.092 0.000 0.087
H 2.070251 0.408268 -0.472905 0.278 0.176 -0.064
H 1.827308 2.610526 -0.027611 -0.126 0.016 0.065
F 4.888069 -2.237022 -2.613207 -0.129 0.153 0.003
C 6.044278 -1.618557 -2.965697 0.221 -0.209 -0.030
C 7.128275 -2.411751 -3.281471 0.018 -0.068 -0.022
C 8.316221 -1.794096 -3.641990 -0.008 0.042 0.002
C 8.405967 -0.408822 -3.673703 -0.006 0.001 0.005
C 7.301568 0.362254 -3.343401 0.040 -0.035 -0.005
C 6.104461 -0.243626 -2.986324 -0.107 0.076 0.067
H 7.036470 -3.488711 -3.247161 -0.022 0.001 -0.008
H 9.174239 -2.399114 -3.900568 0.011 -0.013 0.005
H 9.335036 0.067185 -3.954420 0.006 0.007 -0.005
H 7.368245 1.441427 -3.361883 -0.013 0.014 -0.012
H 5.234272 0.338318 -2.722485 -0.080 0.053 0.006
```
Forces are in eV/Å.

Max |F| in eV/A: 1.1
E_LUMO in eV: -2.59
Energy in eV: -68303.0697
Charge: +1
HOMO level in eV: -11.1

=====

No. 3
ORCA calculation (ωB97M-V/def2-TZVPD) on C4H9N in the gas phase in a non-equilibrium geometry.

XYZ file:
```
14
Properties=species:S:1:pos:R:3:forces:R:3
C 1.893881 -1.254898 0.746647 -0.407 -0.874 -2.185
C 0.419455 -0.976423 0.471229 -1.449 0.571 -0.078
C 0.030769 0.023340 -0.335401 1.744 0.283 -0.186
C -1.340516 0.511485 -0.652694 -0.360 -1.096 -1.166
N -1.747841 1.862518 -0.322344 -1.339 -0.859 2.675
H 2.469183 -0.376118 0.286095 -0.507 -1.338 1.209
H 2.005158 -1.454525 1.815799 0.564 0.300 -0.256
H 2.203136 -2.207053 0.141200 -0.373 1.552 1.262
H -0.446587 -1.529676 0.956323 1.473 0.343 -0.265
H 0.847207 0.529749 -0.889377 -0.353 0.030 0.452
H -1.490441 0.538584 -1.750188 0.351 -0.491 0.288
H -1.975722 -0.323749 -0.328419 -0.679 0.778 0.364
H -1.195222 2.488314 -0.800997 1.374 1.631 -1.524
H -1.672461 2.168452 0.662130 -0.038 -0.832 -0.590
```
Forces are in eV/Å.

Max |F| in eV/A: 3.1
E_LUMO in eV: 1.21
Energy in eV: -5782.7186
Relative energy (zero: lowest compared OMol25 entry of this formula, charge and spin) in kJ/mol: 105.5
SMILES string: C/C=C/CN
HOMO level in eV: -9.2

=====

No. 4
ORCA calculation (ωB97M-V/def2-TZVPD) on C5H10O in the gas phase.

XYZ file:
```
16
Properties=species:S:1:pos:R:3:forces:R:3
C 1.806464 0.532446 -0.110005 -0.041 -0.016 0.039
C 0.695866 1.113604 -0.992709 0.057 0.176 -0.129
C -0.719132 1.052738 -0.383067 -0.086 0.148 -0.142
C -1.195894 -0.351700 -0.448957 0.132 0.497 0.277
C -1.268315 -1.957365 1.045376 0.101 -0.611 0.160
O -1.756938 -0.659438 0.714235 0.535 0.185 -0.375
H 1.700255 -0.549503 0.039730 -0.087 0.178 -0.040
H 1.824742 1.008589 0.877743 -0.047 -0.059 -0.129
H 2.787989 0.700020 -0.570871 -0.208 -0.035 0.071
H 0.688586 0.587218 -1.954622 -0.051 0.133 0.138
H 0.922281 2.164396 -1.193695 0.050 -0.063 -0.042
H -1.412182 1.633342 -1.000236 0.059 0.216 -0.072
H -0.725772 1.434223 0.648732 -0.090 0.089 -0.200
H -0.787734 -2.297927 0.125084 0.017 -0.538 0.345
H -2.042075 -2.637777 1.384379 -0.234 0.106 0.126
H -0.518142 -1.772866 1.818884 -0.107 -0.405 -0.026
```
Forces are in eV/Å.

Max |F| in eV/A: 0.7
E_LUMO in eV: 0.80
Energy in eV: -7391.1641
Relative energy (zero: lowest compared OMol25 entry of this formula, charge and spin) in kJ/mol: 347.5
HOMO level in eV: -8.2

=====

> The lowest HOMO level belongs to which entry?

C30H52F4N4O5P

=====

> The highest energy belongs to which entry?

C4H9N